[1]
Computed, not measured: C13H30F4InO11P2 as an isolated structure in a non-equilibrium geometry, with ωB97M-V/def2-TZVPD.

Computed properties:
Kohn-Sham gap	0.159	hartree

```
! RIJCOSX wB97M-V def2-TZVPD def2/J DEFGRID3
* xyz -1 1
O 1.6666 1.2391 0.8488
C 1.3214 0.7115 -0.1434
O 2.1361 0.6888 -1.2748
C -0.0159 -0.0376 -0.2495
C -0.8188 0.0013 1.0938
In -2.2470 1.7595 1.2074
C -1.3239 3.6928 0.5324
C -1.1135 3.6765 -0.9940
F 0.0326 4.3935 -1.4023
C -4.0343 1.1306 -0.0781
O -4.4073 -0.2136 0.3620
C -5.1185 -0.8727 -0.5322
F -6.3865 -0.4220 -0.6170
F -5.2321 -2.1571 -0.0938
F -4.5681 -0.9503 -1.7432
H 1.7983 1.3671 -1.8819
H 0.2191 -1.1042 -0.4423
H -0.6072 0.3573 -1.0955
H -0.1737 -0.0782 1.9768
H -1.4880 -0.8799 1.0507
H -2.7778 1.8962 2.9235
H -1.9559 4.5627 0.7858
H -0.3555 3.8144 1.0486
H -0.9425 2.6256 -1.2960
H -2.0397 4.0363 -1.4708
H -4.8531 1.8488 0.0822
H -3.6844 1.1773 -1.1202
C -4.9644 -3.8887 2.4174
O -4.2941 -3.5025 3.6051
P -3.0009 -4.3489 4.2684
O -1.9107 -3.4508 3.7670
O -3.1840 -5.6459 3.2864
C -4.1964 -6.5995 3.5888
O -2.0771 -5.3066 5.3137
C -1.3956 -4.6125 6.3600
H -5.5122 -3.0221 2.0536
H -4.2706 -4.2125 1.6444
H -5.6988 -4.6686 2.6388
H -4.7080 -6.8671 2.6643
H -4.9311 -6.2011 4.2950
H -3.7398 -7.4962 4.0122
H -2.0645 -3.9158 6.8660
H -0.5367 -4.0754 5.9584
H -1.0440 -5.3499 7.0818
C 5.5680 2.2335 -6.3024
O 5.3823 1.7846 -4.9759
P 5.6613 2.7405 -3.6063
O 4.2020 3.0537 -3.4088
O 6.3903 3.9246 -4.4736
C 7.7708 3.7894 -4.7982
O 6.1859 3.4959 -2.1876
C 5.6296 2.9945 -0.9641
H 5.0131 1.5552 -6.9518
H 5.1906 3.2447 -6.4459
H 6.6221 2.1657 -6.5843
H 7.9125 4.0804 -5.8393
H 8.1191 2.7603 -4.6697
H 8.3622 4.4511 -4.1633
H 5.6742 1.9065 -0.9327
H 4.5977 3.3247 -0.8558
H 6.2167 3.3952 -0.1384
*
```

Atom charges from the Löwdin analysis, given in e for atoms 1 to 5: 0.13, -0.53, 0.03, -0.21, -0.28

***

[2]
Computed, not measured: a 2-piece molecular cluster, C13H30FINO4PS overall in a non-equilibrium geometry, with ωB97M-V/def2-TZVPD.

Computed properties:
Kohn-Sham gap	0.201	hartree

```
! RIJCOSX wB97M-V def2-TZVPD def2/J DEFGRID3
* xyz 0 1
C 2.0967 -0.0100 2.6958
C 1.2712 -1.1486 2.1111
C 1.1839 -1.0931 0.5494
O 1.2891 0.2935 0.1930
N 1.0473 0.6578 -1.1372
C -0.3618 0.4355 -1.5896
C -1.4094 1.0947 -0.6783
C -2.1845 0.0668 0.1581
C -1.9576 0.1966 1.6538
C -2.7884 -0.7862 2.4695
C -2.8524 -2.1956 1.9169
O -1.5778 -2.7183 1.5772
C -1.6124 -3.6569 0.5341
C 1.5014 2.1308 -1.2509
I 1.5720 3.1294 0.6633
C 0.7238 2.9741 -2.2542
C 1.6147 4.1554 -2.6693
P 2.1547 -0.2199 -2.3072
O 2.1405 0.6199 -3.6572
O 1.4283 -1.5693 -2.6985
S 3.9381 -0.4412 -1.6741
H 1.4371 0.8413 2.8611
H 2.9232 0.3148 2.0629
H 2.4138 -0.3047 3.6835
H 0.2806 -1.2443 2.6047
H 1.7896 -2.0716 2.3421
H 0.2348 -1.5544 0.2859
H 1.9830 -1.7210 0.1530
H -0.5952 -0.6205 -1.5593
H -0.4820 0.6925 -2.6334
H -0.9907 1.9124 -0.1022
H -2.1341 1.5463 -1.3515
H -3.2452 0.2532 -0.0094
H -2.0114 -0.9567 -0.1595
H -0.8893 0.1196 1.8408
H -2.2456 1.2000 1.9652
H -3.8187 -0.4310 2.5060
H -2.3913 -0.8012 3.4798
H -3.5213 -2.2941 1.0567
H -3.2730 -2.8275 2.7039
H -0.8118 -4.3707 0.7074
H -2.5568 -4.1932 0.4610
H -1.3853 -3.1765 -0.4289
H 2.5386 2.1084 -1.5565
H -0.1663 3.3704 -1.7793
H 0.4989 2.4457 -3.1697
H 1.0352 4.9306 -3.1502
H 2.1701 4.5522 -1.8295
H 2.3462 3.7754 -3.3812
H 1.3700 0.3786 -4.2070
H 1.9228 -2.2749 -2.2404
F 0.3567 -1.5142 4.2382
*
```

Atom charges from the Löwdin analysis, given in e for atoms 1 to 5: -0.13, -0.25, -0.18, -0.23, -0.29

***

| no. | HOMO level (eV) |
| --- | --- |
| 1 | -4.463 |
| 2 | -6.232 |